Entry 1:
Below is a molecular structure, C33H30AsN2OPtS4 in a non-equilibrium geometry, with properties calculated with wB97M-V/def2-TZVPD.

ORCA input file:
```
! RIJCOSX wB97M-V def2-TZVPD def2/J DEFGRID3
* xyz 1 1
H -1.94 3.73 3.16
H -2.85 -1.78 -6.57
N 0.22 1.62 1.73
C -0.93 -0.85 -3.36
C -1.05 2.05 2.07
H 1.56 -1.41 -4.33
C -1.08 3.20 2.79
H 5.52 -2.17 -2.91
C 0.25 1.48 -1.91
C -0.58 -4.13 3.71
H 2.49 4.00 -2.16
H -3.03 -1.58 -1.37
H 3.87 -2.16 -4.77
C 1.47 2.12 -2.09
N -1.79 0.10 0.90
C 0.40 4.25 -1.75
S 2.46 -0.60 0.48
As 0.14 -0.48 -1.79
H -1.72 4.19 -1.41
C 2.28 -1.43 -3.52
S -1.18 -2.71 2.80
H -2.38 -3.51 -4.87
H -4.01 2.22 2.22
C -1.36 -2.16 -3.56
H -1.06 -4.14 4.69
O -0.40 -2.69 1.52
H -0.87 -5.02 3.15
C 1.42 -0.15 4.51
H 1.02 1.41 5.93
C -2.82 -1.83 -0.33
C -1.31 -0.67 4.62
H 2.49 0.04 4.48
H 0.50 -4.06 3.80
C -0.82 3.61 -1.59
H -1.41 0.94 6.03
C -2.84 -0.59 0.49
C -2.15 1.23 1.60
H -1.85 1.74 -1.54
H 2.88 2.55 0.98
C -0.89 2.23 -1.66
Pt 0.24 -0.17 0.66
C 4.14 -1.44 -1.46
H 2.93 1.28 2.18
C -3.49 1.42 1.73
C 0.59 0.61 5.33
H 4.87 -1.45 -0.66
H 1.51 -1.77 3.09
S 0.50 3.76 3.04
C -1.20 0.13 -4.31
H -3.57 -2.53 0.02
H -1.15 -2.93 -2.82
H 0.46 5.33 -1.69
C 1.54 3.51 -2.01
C 2.83 -1.05 -1.19
C -2.05 -2.49 -4.72
H -2.11 0.55 -6.20
H -1.84 -2.29 -0.25
H -0.88 1.15 -4.16
C 2.62 2.30 2.01
C 0.89 -1.17 3.74
C 4.50 -1.84 -2.73
C 1.15 2.43 2.20
C -1.90 -0.21 -5.46
H 2.37 1.54 -2.29
H 3.15 2.97 2.69
C 1.91 -1.03 -2.24
C -2.32 -1.52 -5.67
C -0.48 -1.42 3.81
C -0.77 0.35 5.39
S -4.31 0.14 0.96
H -2.38 -0.88 4.65
C 3.58 -1.84 -3.77
*
```

Relative energy (zero: lowest compared OMol25 entry of this formula, charge and spin) in eV: 0.000
E in eV: -147157.6977
LUMO level in eV: -2.63
Gap between HOMO and LUMO in eV: 7.135

Atom charges from the Löwdin analysis, given in e for atoms 1 to 2: 0.089 0.110

Entry 2:
Below is a molecular structure, C19H19Cl3N7O2S2Ti, with properties calculated with wB97M-V/def2-TZVPD.

ORCA input file:
```
! RIJCOSX wB97M-V def2-TZVPD def2/J DEFGRID3
* xyz -1 1
N -0.42 -0.11 4.77
H -2.34 4.21 -0.74
Ti 0.15 -0.16 0.29
S -2.88 -3.44 -1.07
C -1.61 -1.28 -0.34
N -0.57 1.22 2.91
H -2.55 2.93 2.60
C -0.08 -3.15 -0.78
C -1.83 3.38 1.92
H 1.75 -5.87 -1.62
C 2.84 2.37 -1.50
Cl 4.59 2.26 -1.14
N -0.69 1.25 -0.96
C -1.29 2.05 -3.13
H -1.26 1.90 -4.20
H -0.77 0.71 5.27
C -3.00 -0.97 -0.38
H -4.87 -2.04 -0.84
C 2.39 0.91 -1.92
H -0.24 0.25 -2.71
H 1.72 0.71 2.45
H -1.07 3.85 2.54
C -1.41 -2.58 -0.71
N 1.98 0.08 1.70
C -1.89 3.20 -2.55
C 0.20 -4.46 -1.19
H 2.66 0.58 1.14
Cl 2.60 3.50 -2.84
C 2.17 -2.68 -0.61
H -0.78 -0.98 5.12
H -0.61 -5.13 -1.44
C -0.52 0.02 3.39
N 0.90 -2.30 -0.46
H 2.91 -1.92 -0.43
H -2.33 4.15 1.34
N -0.60 1.25 1.52
C -1.29 2.35 -0.37
C -1.23 2.34 1.02
H -3.40 0.00 -0.13
C -0.72 1.13 -2.31
H 3.58 -4.21 -1.13
H 3.12 -1.55 1.60
C 2.53 -3.95 -1.02
O 1.83 0.23 -1.01
H -2.34 3.96 -3.18
Cl 2.02 3.00 -0.07
H 1.94 -1.61 2.69
C 1.52 -4.86 -1.30
O 2.69 0.57 -3.04
C -1.89 3.34 -1.20
S -0.54 -1.44 2.44
N 2.70 -1.02 2.35
C -3.79 -2.02 -0.74
*
```

Relative energy (zero: lowest compared OMol25 entry of this formula, charge and spin) in eV: 0.000
E in eV: -116894.1745
LUMO level (alpha / beta) in eV: 2.51 / 2.51
Gap between HOMO and LUMO (alpha / beta) in eV: 5.205 / 5.188

Atom charges from the Löwdin analysis, given in e for atoms 1 to 2: 0.036 0.092

Entry 3:
Below is a molecular structure, CH3NO2P in a non-equilibrium geometry, with properties calculated with wB97M-V/def2-TZVPD.

ORCA input file:
```
! RIJCOSX wB97M-V def2-TZVPD def2/J DEFGRID3
* xyz -1 1
O -1.11 1.20 0.26
P 1.10 0.93 0.15
H 2.24 0.10 -0.42
N 0.14 -0.38 0.49
H 0.60 1.06 -1.18
O -2.11 -0.78 0.10
H 0.33 -2.03 0.35
C -1.17 -0.10 0.25
*
```

Relative energy (zero: lowest compared OMol25 entry of this formula, charge and spin) in eV: 3.497
E in eV: -15957.4061
LUMO level in eV: 3.86
Gap between HOMO and LUMO in eV: 7.861

Atom charges from the Löwdin analysis, given in e for atoms 1 to 2: -0.240 0.631

Entry 4:
Below is 2 unconnected molecules or ions with the total composition C10H13O2 in a non-equilibrium geometry, with properties calculated with wB97M-V/def2-TZVPD.

ORCA input file:
```
! RIJCOSX wB97M-V def2-TZVPD def2/J DEFGRID3
* xyz -1 1
H 1.91 0.87 0.05
H -2.57 -1.24 3.51
C -1.68 1.33 0.76
C 2.48 -0.40 -2.70
H 1.72 2.37 -0.86
C 1.44 0.57 -2.07
C -2.57 0.85 2.94
H 3.18 1.34 -1.08
H -1.47 2.06 -0.02
H 1.14 1.30 -2.82
C -1.55 -0.89 1.64
O 2.94 -1.26 -1.92
C -2.30 1.75 1.93
H -1.12 -0.38 -0.41
C -1.44 -0.02 0.55
H -1.70 -2.83 0.77
H -2.57 2.79 2.08
C -1.03 -2.31 1.47
H 0.63 -0.12 -1.81
C -2.23 -0.50 2.79
H -3.06 1.17 3.85
H -0.06 -2.27 0.98
C 2.11 1.35 -0.90
O 2.74 -0.22 -3.91
H -1.01 -2.90 2.38
*
```

Relative energy (zero: lowest compared OMol25 entry of this formula, charge and spin) in eV: 0.528
E in eV: -14677.0776
LUMO level in eV: 2.95
Gap between HOMO and LUMO in eV: 6.779

Atom charges from the Löwdin analysis, given in e for atoms 1 to 2: 0.049 0.103

Entry 5:
Below is 2 unconnected molecules or ions with the total composition C4H12S4 in a non-equilibrium geometry, with properties calculated with wB97M-V/def2-TZVPD.

ORCA input file:
```
! RIJCOSX wB97M-V def2-TZVPD def2/J DEFGRID3
* xyz 0 1
H 5.83 -1.92 -4.54
H 2.17 1.07 -2.52
C 5.36 -0.92 -4.44
H -2.96 1.11 3.43
H -3.22 -1.75 3.73
H -4.22 -2.18 5.15
H 4.41 -0.93 -5.01
S -5.26 0.69 4.35
S 5.08 -0.56 -2.68
S 4.62 1.42 -2.79
C -4.18 -2.21 4.05
S -5.59 -1.21 3.54
H -3.95 2.58 3.69
H 6.03 -0.17 -4.89
H 2.65 2.63 -3.26
H -4.38 1.43 2.38
C 2.92 1.57 -3.16
H -4.19 -3.26 3.72
H 2.88 1.10 -4.16
C -3.99 1.51 3.41
*
```

Relative energy (zero: lowest compared OMol25 entry of this formula, charge and spin) in eV: 0.549
E in eV: -47683.2397
LUMO level in eV: 0.82
Structure (SMILES): CSSC.CSSC
Gap between HOMO and LUMO in eV: 9.445

Atom charges from the Löwdin analysis, given in e for atoms 1 to 2: 0.032 0.046

Entry 6:
Below is a single C18H27NO3 molecule, with properties calculated with wB97M-V/def2-TZVPD.

ORCA input file:
```
! RIJCOSX wB97M-V def2-TZVPD def2/J DEFGRID3
* xyz 0 1
C -2.48 2.46 -1.61
H 6.96 0.59 0.93
H -2.48 2.02 1.11
H -4.33 -1.94 1.20
N 0.47 -2.67 -0.08
H -2.48 -0.91 -0.09
H -3.25 -2.14 2.60
C 3.78 0.66 0.19
O -0.89 -2.89 -1.88
H -4.64 -0.13 2.87
C -1.89 -2.94 0.31
O 5.04 1.05 0.58
H -2.74 -3.39 -0.19
H -5.01 1.39 -1.71
C 2.08 -0.89 -0.51
H -1.40 -1.07 1.29
C 1.54 1.44 -0.25
C -2.26 -1.53 0.78
H 4.10 -1.44 -0.07
C -3.79 -0.09 2.17
C -4.14 0.78 1.00
H 0.51 -2.56 0.92
C 3.39 -0.63 -0.12
C -3.40 1.78 0.58
H -5.11 3.09 -2.14
H 5.82 -0.70 1.37
C -3.46 -1.52 1.72
H -5.06 0.51 0.49
O 3.21 2.98 0.45
C -0.74 -2.84 -0.67
H 2.46 -3.01 -0.62
C 6.05 0.07 0.63
H 1.37 -2.39 -1.89
C 1.16 0.14 -0.57
H -1.53 2.67 -1.14
C 1.65 -2.30 -0.83
H -5.80 2.53 -0.62
H -2.94 0.33 2.70
H 6.20 -0.40 -0.35
C -3.64 2.65 -0.62
H -1.61 -3.56 1.17
C -4.97 2.40 -1.31
H -2.47 1.43 -1.97
H -2.60 3.12 -2.47
C 2.84 1.71 0.13
H 4.15 2.97 0.67
H 0.84 2.25 -0.30
H 0.15 -0.06 -0.88
H -3.62 3.70 -0.28
*
```

Relative energy (zero: lowest compared OMol25 entry of this formula, charge and spin) in eV: 1.023
E in eV: -26736.8745
LUMO level in eV: 0.66
Structure (SMILES): COc1cc(CNC(=O)CCCC/C=C/C(C)C)ccc1O
Gap between HOMO and LUMO in eV: 8.834

Atom charges from the Löwdin analysis, given in e for atoms 1 to 2: -0.073 0.095

Entry 7:
Below is 2 unconnected molecules or ions with the total composition Br3OP in a non-equilibrium geometry, with properties calculated with wB97M-V/def2-TZVPD.

ORCA input file:
```
! RIJCOSX wB97M-V def2-TZVPD def2/J DEFGRID3
* xyz 0 1
P -0.37 1.76 0.62
Br 4.55 -0.46 1.63
O 0.65 2.77 0.47
Br -1.60 1.64 -1.31
Br 4.35 -2.24 0.23
*
```

Relative energy (zero: lowest compared OMol25 entry of this formula, charge and spin) in eV: 1.330
E in eV: -221464.1345
LUMO level in eV: -1.48
Structure (SMILES): O=PBr.BrBr
Gap between HOMO and LUMO in eV: 8.896

Atom charges from the Löwdin analysis, given in e for atoms 1 to 2: 0.464 -0.003

Entry 8:
Below is a molecular structure, C41H45CrN3O2P2Si in a non-equilibrium geometry, with properties calculated with wB97M-V/def2-TZVPD.

ORCA input file:
```
! RIJCOSX wB97M-V def2-TZVPD def2/J DEFGRID3
* xyz 1 4
C -1.89 3.74 -0.29
C -2.91 -2.24 2.74
H -4.79 -3.06 3.36
H 0.58 3.39 -0.98
H -3.19 4.33 1.27
O -0.42 -1.00 -0.22
H 2.11 1.12 -2.70
C -1.52 -2.42 2.73
C 0.61 1.03 4.00
H -3.25 5.41 -0.15
H -3.29 -2.75 -0.04
C 0.72 1.18 2.64
C -0.69 0.23 -4.25
H 4.64 -2.10 2.82
H -1.34 -5.37 4.39
C 4.50 -1.99 -0.56
N -0.52 1.24 -2.08
C 1.06 -3.23 0.94
H -1.20 0.55 5.22
C 3.54 -1.00 -0.70
H -2.55 1.71 -2.03
H 4.93 -2.45 -1.43
C -2.88 0.60 -0.22
Cr -0.61 0.85 0.04
C 1.81 1.81 1.85
H 3.74 3.16 0.71
H 3.25 -0.69 -1.69
C -0.04 3.65 -1.83
C 3.67 3.02 -0.36
H 2.90 -0.40 2.58
N -0.50 0.92 2.04
C 0.77 -2.82 -2.11
H 1.06 -2.57 1.81
H -1.65 5.07 -1.81
C -3.15 -4.33 3.94
C -3.16 4.38 0.19
C 4.91 -2.38 0.71
H -3.33 0.74 3.84
C 2.75 1.89 -2.27
C -0.69 0.17 -2.87
C -2.70 -0.39 -2.41
C -3.11 -0.65 0.36
C -1.39 0.67 3.05
H 0.71 -4.21 1.26
H -4.00 3.80 -0.20
H -2.10 -3.74 0.45
H -2.93 -2.52 -2.46
H 5.05 4.18 -3.23
O -1.43 2.73 0.27
H -0.88 -1.69 2.26
C -1.78 -4.49 3.93
H 3.51 2.49 -4.18
C 4.48 3.77 -1.20
H 1.53 -2.07 -2.32
P -3.75 -0.77 2.07
H -2.99 1.49 0.38
C -0.96 -3.54 3.33
C -2.68 0.73 -1.60
C -3.11 -1.77 -0.47
H -3.79 -5.07 4.40
H 1.40 1.19 4.73
H 2.10 -3.34 0.61
C -0.35 2.57 -4.05
H 1.60 2.87 1.67
H 0.11 -3.66 3.34
H -1.06 -4.77 -0.54
H -2.57 -0.30 -3.48
H 2.78 1.74 2.35
C 3.56 2.65 -3.11
C -3.71 -3.20 3.35
C -0.53 1.46 -4.86
H -3.18 1.53 2.30
H 0.03 -2.80 -2.92
H 1.25 -3.80 -2.14
H 5.16 4.50 -0.78
C -1.50 -3.77 -0.46
H -0.82 -0.76 -2.35
H -0.19 3.55 -4.49
P 1.82 1.00 0.22
C 3.36 -0.82 1.69
C 4.42 3.59 -2.57
Si -0.05 -2.58 -0.42
C -2.87 0.65 2.86
C 4.34 -1.79 1.83
C -2.91 -1.64 -1.83
H -2.16 -3.63 -1.32
H -0.55 1.56 -5.94
H 5.66 -3.14 0.83
C -0.74 0.70 4.26
C 2.97 -0.40 0.42
N -1.25 4.28 -1.33
H 0.51 4.38 -2.42
C -0.32 2.43 -2.68
C 2.80 2.07 -0.89
H -0.81 -0.68 -4.82
*
```

E in eV: -106685.9912
LUMO level (alpha / beta) in eV: -3.20 / -3.23
Expectation value of S²: 3.79
Gap between HOMO and LUMO (alpha / beta) in eV: 6.181 / 6.129

Atom charges from the Löwdin analysis, given in e for atoms 1 to 2: -0.464 -0.381

Entry 9:
Below is a molecular structure, C12H19N11Pd, with properties calculated with wB97M-V/def2-TZVPD.

ORCA input file:
```
! RIJCOSX wB97M-V def2-TZVPD def2/J DEFGRID3
* xyz 0 1
H 5.29 -2.23 -0.92
C 4.21 -1.70 1.47
N 2.69 2.37 -2.54
C -3.27 -0.92 0.89
N -1.88 0.95 0.12
N -2.41 -1.80 0.36
H -3.69 -4.61 1.68
N -4.16 1.28 0.65
H 3.93 -2.73 1.20
N 1.95 -0.85 0.06
N 3.29 0.66 -1.12
N 4.31 -0.83 0.32
H 3.91 1.37 -0.76
H -0.57 3.72 -0.83
H 1.10 0.69 -3.42
Pd 0.01 -0.08 0.03
N -0.66 2.74 -0.63
H -4.98 -0.53 2.10
C -4.00 2.56 0.29
H 2.25 2.60 -3.42
H -5.02 4.29 0.00
C -4.48 -2.63 2.02
H -1.88 -3.77 0.21
N -5.07 3.38 0.43
C -3.60 -3.55 1.48
C 3.10 -0.41 -0.24
N -2.87 3.11 -0.16
H 5.39 -0.54 -1.45
H 3.48 -1.31 2.18
C 2.45 1.04 -2.16
H -5.29 -2.94 2.67
C -4.32 -1.29 1.72
C -1.84 2.27 -0.21
C -2.59 -3.08 0.65
H -5.97 2.95 0.57
H 5.18 -1.74 1.97
H 3.66 2.65 -2.53
C 5.39 -1.19 -0.58
H 6.34 -1.09 -0.06
H 0.13 2.09 -0.60
H 1.99 -1.68 0.64
N 1.58 0.25 -2.64
C -3.07 0.53 0.53
*
```

Relative energy (zero: lowest compared OMol25 entry of this formula, charge and spin) in eV: 0.191
E in eV: -32624.5450
LUMO level in eV: 0.64
Gap between HOMO and LUMO in eV: 6.043

Atom charges from the Löwdin analysis, given in e for atoms 1 to 2: 0.092 -0.083

Entry 10:
Below is a gas-phase ion, C8H12N4 (charge +2) in a non-equilibrium geometry, with properties calculated with wB97M-V/def2-TZVPD.

ORCA input file:
```
! RIJCOSX wB97M-V def2-TZVPD def2/J DEFGRID3
* xyz 2 1
C 1.12 -3.16 1.83
C -2.22 0.68 0.21
C 0.57 -1.63 0.43
C -0.31 2.34 -2.15
N -0.57 2.03 -0.94
H 0.03 -0.16 -1.04
H 2.93 -3.82 0.65
C 0.41 2.26 0.12
H 1.07 -3.79 2.70
H 0.07 1.86 1.07
C -1.89 1.73 -0.54
N -1.33 -0.31 0.55
H -1.07 2.27 -2.91
H 0.68 2.69 -2.44
C 2.08 -3.18 0.79
H 0.52 3.34 0.25
H 2.21 -2.00 -0.92
H 1.39 1.87 -0.15
C -0.21 -0.61 -0.09
N 0.23 -2.23 1.60
H -1.54 -0.93 1.34
N 1.72 -2.22 -0.06
H -3.23 0.55 0.57
H -2.66 2.42 -0.88
*
```

Relative energy (zero: lowest compared OMol25 entry of this formula, charge and spin) in eV: 1.569
E in eV: -14432.8463
LUMO level in eV: -9.09
Structure (SMILES): C=[N+](C)/C=C\[NH+]=C\c1ncc[nH]1
Gap between HOMO and LUMO in eV: 7.443

Atom charges from the Löwdin analysis, given in e for atoms 1 to 2: -0.028 -0.013

Entry 11:
Below is 2 unconnected molecules or ions with the total composition C5H15NSi2 in a non-equilibrium geometry, with properties calculated with wB97M-V/def2-TZVPD.

ORCA input file:
```
! RIJCOSX wB97M-V def2-TZVPD def2/J DEFGRID3
* xyz 0 1
H -0.43 1.79 -1.18
H 2.36 -1.38 -1.35
N -0.77 -0.06 0.65
H -3.55 0.32 1.88
H -2.62 2.72 -1.78
H 1.88 -2.24 2.43
H 0.67 -1.15 -1.87
H 1.12 -2.47 -0.75
C -1.92 -0.21 0.89
H 2.35 1.53 1.34
H 2.15 1.30 -0.29
C 1.36 -1.38 -0.94
C -3.16 -0.29 1.10
H -1.95 0.44 -2.32
H 0.78 -2.89 1.36
Si 0.99 -0.51 0.76
H 0.17 -1.83 2.71
H 0.80 1.98 0.77
C 0.93 -1.95 1.94
C 1.63 1.25 0.66
H -0.94 1.90 -3.62
H -3.69 -0.82 0.41
Si -1.53 1.79 -2.19
*
```

Relative energy (zero: lowest compared OMol25 entry of this formula, charge and spin) in eV: 2.447
E in eV: -22671.5196
LUMO level in eV: 0.60
Structure (SMILES): C=C=N[Si](C)(C)C.[SiH4]
Gap between HOMO and LUMO in eV: 8.455

Atom charges from the Löwdin analysis, given in e for atoms 1 to 2: -0.138 0.004